A molecular structure, C8H13AlBrF5INO6PS. Source: the Open Molecules 2025 dataset; level of theory: ωB97M-V/def2-TZVPD.

Output
Kohn-Sham gap in eV: 7.86
Total energy in Eh: -5172.151329
Total charge: -1
Largest force on an atom in eV/Å: 0.657
HOMO in Eh: -0.19814
ΔE to the lowest compared entry with this formula, charge and spin in eV: 0.000

Geometry (Å):
C 4.7133 0.4961 -0.1698
S 3.4594 0.0564 1.0330
O 3.1882 1.2500 1.7983
O 3.9051 -1.1223 1.7413
C 1.9230 -0.4475 0.0738
P 2.3491 -1.8083 -1.2485
O 3.7025 -2.4805 -0.5748
Br 0.8427 -3.3443 -0.6157
O 1.0903 -0.8702 1.0768
Al -0.2315 0.3052 1.3964
I 0.1607 1.5717 3.6241
C -1.9682 -0.6085 1.5783
C -2.3777 -1.4413 0.3458
C -3.2297 -0.7416 -0.7297
C -4.4278 0.0610 -0.2581
F -5.0307 -0.5192 0.8218
F -5.3856 0.0752 -1.2516
C -4.1579 1.5722 0.0980
F -4.6175 1.8792 1.3073
F -4.7645 2.3926 -0.7688
F -2.8632 1.8664 0.0596
O 0.1248 1.2016 -0.0965
C 1.2704 0.7933 -0.7142
N 2.1826 1.9141 -0.8496
O 0.9375 0.2774 -2.0213
H 5.6358 0.0223 0.1793
H 4.4627 0.1629 -1.1779
H 4.8166 1.5832 -0.1534
H 4.2238 -2.8169 -1.3186
H -2.7343 0.1116 1.8825
H -1.8548 -1.2769 2.4435
H -1.4638 -1.7446 -0.1788
H -2.8752 -2.3781 0.6299
H -2.6022 -0.1169 -1.3760
H -3.6700 -1.5093 -1.3794
H 2.7269 1.8505 -1.7031
H 1.6170 2.7572 -0.8754
H 0.9224 1.0266 -2.6284

A molecular structure, C22H29Br38FN4O3P at a distorted geometry. Source: the Open Molecules 2025 dataset; level of theory: ωB97M-V/def2-TZVPD.

Output
Kohn-Sham gap in eV: 6.63
Total energy in Eh: -99553.731062
Total charge: +1
Largest force on an atom in eV/Å: 3.525
HOMO in Eh: -0.41739

Geometry (Å):
C 2.7449 -1.0994 2.5193
C 3.4797 0.0094 1.7545
C 2.9926 1.4131 2.1359
C 1.4745 1.5677 2.1397
N 0.8051 1.3284 0.7955
C -0.4083 1.7932 0.7371
N -0.8377 2.4997 -0.3545
N -1.3044 1.5513 1.8164
P -1.9380 3.1398 2.3469
O -0.7740 3.9493 2.7418
C -2.4793 0.8231 1.3800
O -3.3294 1.3140 0.7063
N -2.6451 -0.5577 1.8421
C -4.0407 -0.7259 2.1114
O -4.5668 -0.4202 3.1262
F -4.7712 -1.3152 1.1598
C 1.6279 1.7527 -0.3300
Br 2.1787 3.5815 -0.5005
C 1.9679 0.8497 -1.2229
C 2.8402 1.1570 -2.4150
Br 1.3882 -0.9734 -1.0411
H 1.7266 -1.2843 2.1559
H 3.2912 -2.0317 2.3220
H 2.7998 -0.9527 3.6119
H 4.5336 -0.0498 2.0605
H 3.4788 -0.2072 0.6840
H 3.5328 2.1503 1.5342
H 3.3130 1.5827 3.1696
H 1.0902 0.8839 2.9020
H 1.2201 2.5741 2.4862
H -1.3437 1.9944 -1.0663
H -0.6665 3.4866 -0.4589
H -2.6561 3.7107 1.2839
H -2.8616 2.8278 3.3628
H -2.5071 -1.1030 0.9808
H 3.5471 1.9459 -2.1313
H 3.4517 0.2983 -2.6979
H 2.1997 1.4862 -3.2408
C 2.5284 5.8873 4.1716
Br 2.8716 7.3602 5.3616
Br 2.9662 6.3288 2.3470
Br 3.4395 4.2829 4.7433
H 1.4675 5.6843 4.2066
C -0.3289 -3.5804 4.3965
Br 0.6978 -4.4127 2.9940
Br -1.2204 -1.9843 3.7670
Br -1.5612 -4.8132 5.2101
H 0.3690 -3.2734 5.1636
C 2.6257 1.2617 -6.5418
Br 2.1051 -0.4219 -5.7566
Br 2.0688 2.7595 -5.4557
Br 4.5114 1.3239 -6.9183
H 2.1066 1.3457 -7.4862
C -4.5449 6.5536 3.1548
Br -4.3652 7.9243 4.4853
Br -4.4405 7.2556 1.3660
Br -3.2451 5.1322 3.4293
H -5.5259 6.1141 3.2720
C -5.0180 -2.0385 -2.3985
Br -3.5724 -0.8164 -1.9806
Br -5.8752 -1.5659 -4.0551
Br -4.4278 -3.8702 -2.3919
H -5.7577 -1.9366 -1.6141
C 7.2882 3.4366 4.4025
Br 9.1275 3.8760 4.7576
Br 6.6972 4.1851 2.7226
Br 6.9919 1.5297 4.5055
H 6.6948 3.8986 5.1801
C 6.4764 2.1495 -0.4488
Br 8.2412 2.7421 0.0304
Br 5.8539 2.9919 -2.0721
Br 6.3727 0.2271 -0.5716
H 5.8097 2.4562 0.3476
C -2.6345 -4.2983 -6.4695
Br -2.5198 -2.3866 -6.2572
Br -1.5411 -5.2285 -5.1893
Br -4.4614 -4.9123 -6.4172
H -2.2482 -4.5345 -7.4513
C 5.0511 -1.7936 6.4377
Br 3.3835 -1.8094 5.4677
Br 6.5435 -1.7393 5.2196
Br 5.1157 -0.3745 7.7377
H 5.1180 -2.7255 6.9819
C -2.0223 -9.2775 -3.9294
Br -1.1000 -9.1594 -5.6175
Br -0.8247 -9.0186 -2.4406
Br -3.5246 -8.0723 -3.8505
H -2.4152 -10.2812 -3.8516
C -7.4098 1.0237 -1.0275
Br -8.3888 -0.5448 -1.5508
Br -8.5004 2.6128 -1.0507
Br -6.5383 0.7540 0.6684
H -6.6290 1.1637 -1.7635
C -6.0940 -7.1802 -9.1896
Br -6.8363 -8.7794 -8.4123
Br -4.2350 -7.4053 -9.6426
Br -7.1268 -6.5698 -10.6972
H -6.1441 -6.4071 -8.4358

A molecular structure, C31H28As2CdN4O2S2 at a distorted geometry. Source: the Open Molecules 2025 dataset; level of theory: ωB97M-V/def2-TZVPD.

Output
Kohn-Sham gap in eV: 6.02
Total energy in Eh: -7003.253786
Total charge: 0
Largest force on an atom in eV/Å: 2.957
HOMO in Eh: -0.26406
ΔE to the lowest compared entry with this formula, charge and spin in eV: 0.273

Geometry (Å):
Cd -0.4067 0.3754 -0.6021
C 0.3651 -3.7467 0.1218
As -0.6411 -2.1461 0.4532
C -2.4576 -2.5690 -0.2012
C -0.9894 -2.0668 2.3687
C -1.3293 -3.2764 2.9710
C -1.7851 -3.3900 4.3043
C -2.0497 -2.1785 4.9515
C -1.8030 -0.9706 4.3001
C -1.1731 -0.8683 3.0561
As -0.6938 0.9236 2.2667
C 0.2313 1.7218 3.7689
C -2.4383 1.6577 2.4402
H -0.0004 -4.6611 0.6179
H 1.4018 -3.5598 0.4327
H 0.4208 -3.8742 -0.9558
H -2.8918 -3.4845 0.2947
H -2.4541 -2.6433 -1.2748
H -3.1352 -1.7290 0.0980
H -1.2980 -4.1923 2.4124
H -2.0032 -4.4109 4.6499
H -2.4816 -2.1502 5.9613
H -2.0721 -0.0289 4.7623
H -0.3189 1.6223 4.6714
H 0.2199 2.8162 3.6028
H 1.2993 1.3931 3.9128
H -2.8507 1.5006 3.4324
H -3.0434 1.2231 1.6743
H -2.4083 2.7045 2.1950
S -0.4955 -0.2715 -3.1221
C -1.9090 0.6724 -3.5701
C -2.1382 1.0303 -4.9037
C -3.2560 1.6846 -5.3821
C -3.3791 1.9554 -6.7417
N -3.6121 2.1229 -7.8670
C -4.2995 2.0113 -4.4611
C -4.0910 1.6701 -3.1555
C -2.8713 1.1487 -2.6935
S -2.7343 1.2074 -0.9118
C -5.5130 2.5947 -4.9355
N -6.5141 3.1025 -5.2673
H -1.4591 0.6715 -5.7086
H -4.8873 1.8231 -2.3637
O 6.7929 -3.2638 2.1910
C 5.5627 -3.0132 2.7280
O 5.2975 -3.4500 3.8194
C 4.6600 -2.1189 1.9419
C 3.5896 -1.4522 2.5232
C 2.7350 -0.6613 1.8089
C 2.9940 -0.4381 0.4660
C 4.0256 -1.0895 -0.1978
C 4.8549 -1.9358 0.5533
N 2.2232 0.5459 -0.2367
C 2.8244 1.5068 -0.8099
C 2.0218 2.5344 -1.5079
C 2.6470 3.3585 -2.3842
C 1.8957 4.2373 -3.1608
C 0.5355 4.1528 -3.0591
C -0.0476 3.2301 -2.1680
N 0.6379 2.4500 -1.3842
H 6.9024 -2.6931 1.4251
H 3.4239 -1.6961 3.5329
H 1.8849 -0.2013 2.2695
H 4.1827 -1.0364 -1.2716
H 5.6327 -2.4877 0.0155
H 3.8410 1.7201 -0.8477
H 3.7151 3.4147 -2.5315
H 2.3565 4.9586 -3.8387
H -0.1295 4.8273 -3.4858
H -1.1139 3.1856 -1.9933

A molecular structure, C29H27AsCl2N7NaO4. Source: the Open Molecules 2025 dataset; level of theory: ωB97M-V/def2-TZVPD.

Output
Kohn-Sham gap in eV: 6.60
Total energy in Eh: -5124.127209
Total charge: -2
Largest force on an atom in eV/Å: 0.713
HOMO in Eh: -0.10101
ΔE to the lowest compared entry with this formula, charge and spin in eV: 0.646

Geometry (Å):
Na -0.2233 -0.4165 -0.3036
O -4.5099 -0.4710 0.9928
C -3.2543 -0.4056 1.0319
N -2.3543 -1.1278 0.3960
C -2.9375 -2.1728 -0.4235
C -2.1810 -2.3587 -1.7136
C -2.7762 -2.0450 -2.9328
C -2.0733 -2.2509 -4.1093
C -0.7878 -2.7577 -4.0378
C -0.2644 -3.0171 -2.7802
N -0.9309 -2.8328 -1.6449
C -2.6670 0.6886 1.9196
C -3.4131 1.8516 2.1240
C -2.8762 2.8705 2.8855
C -1.6226 2.6893 3.4573
C -0.9746 1.4865 3.2344
N -1.4721 0.5090 2.4792
H -3.9890 -1.9694 -0.6519
H -2.9039 -3.1329 0.1134
H -3.7757 -1.6281 -2.9362
H -2.5188 -1.9995 -5.0651
H -0.1718 -2.9013 -4.9144
H 0.7596 -3.3676 -2.6846
H -4.3858 1.9174 1.6560
H -3.4186 3.7993 3.0245
H -1.1538 3.4596 4.0570
H 0.0068 1.2976 3.6635
O 3.1771 1.1562 1.6571
C 2.0593 0.9324 1.1605
O 1.5363 -0.1595 0.8377
C 1.1826 2.1841 0.9079
C 1.5990 3.4354 1.4376
C 0.8013 4.5252 1.2776
C -0.4149 4.3983 0.5616
C -1.3234 5.4638 0.3611
C -2.4747 5.2678 -0.3490
C -2.7682 3.9993 -0.8981
C -1.9120 2.9517 -0.7153
C -0.7211 3.1273 0.0309
N 0.0732 2.0426 0.2311
H 2.5426 3.4622 1.9638
H 1.0778 5.4909 1.6900
H -1.0886 6.4381 0.7780
H -3.1671 6.0888 -0.4968
H -3.6822 3.8567 -1.4616
H -2.1110 1.9651 -1.1178
Cl 0.7667 -3.5078 5.8039
C 1.1356 -3.2460 4.0576
Cl 0.2649 -1.9028 3.3621
H 0.8561 -4.1639 3.5553
H 2.2001 -3.0680 3.9889
C 4.8515 -4.2442 0.9265
As 3.5582 -2.7749 1.2388
C 2.0733 -3.6644 0.3221
C 4.1547 -1.6286 -0.2226
H 4.8586 -4.5410 -0.1251
H 4.5796 -5.1047 1.5409
H 5.8531 -3.9198 1.2126
H 2.4036 -4.0722 -0.6359
H 1.2433 -2.9814 0.1510
H 1.7201 -4.4885 0.9459
H 4.3579 -2.2177 -1.1179
H 5.0475 -1.0896 0.0934
H 3.3614 -0.9049 -0.4061
O 0.0899 0.0603 -2.4665
N 0.4795 1.0891 -3.0495
C 1.2672 0.8993 -4.1165
C 1.7136 2.0424 -4.8250
N 2.0852 2.9505 -5.4336
C 1.6368 -0.4038 -4.5625
N 1.9253 -1.4582 -4.9317